A.
ORCA calculation (ωB97M-V with the def2-TZVPD basis set) on C14H18N4O2S in the gas phase.

* SMILES string: C=CCNC(=S)N1CCN(c2ccc([N+](=O)[O-])cc2)CC1
* spin multiplicity: 1
* LUMO level: -0.08 eV

Positions of all 39 atoms, in Å:
C -3.14909 1.12021 3.42612
C -3.32670 1.25821 2.12626
C -2.25705 1.13242 1.08105
N -0.91742 1.03971 1.60865
C -0.29802 -0.14367 1.82684
S -0.99906 -1.57706 1.38603
N 0.92938 -0.10524 2.43660
C 1.65467 -1.35235 2.57176
C 2.30104 -1.72831 1.21410
N 2.44531 -0.52589 0.41352
C 1.60114 -0.28006 -0.64238
C 1.19640 1.02153 -0.98905
C 0.34204 1.24465 -2.04094
C -0.12610 0.17667 -2.80014
N -1.02982 0.41107 -3.87408
O -1.36895 -0.53826 -4.55598
O -1.41598 1.55356 -4.05369
C 0.30289 -1.11708 -2.50941
C 1.15430 -1.33751 -1.45676
C 2.94150 0.55685 1.23089
C 1.85479 0.99741 2.25092
H -3.96601 1.21035 4.12008
H -2.18778 0.89132 3.85732
H -4.30696 1.46756 1.72166
H -2.29994 1.99396 0.40511
H -2.43967 0.22848 0.48984
H -0.62466 1.83942 2.15048
H 2.40880 -1.20833 3.34880
H 0.96094 -2.13121 2.88645
H 1.65510 -2.43783 0.70472
H 3.28373 -2.18386 1.37141
H 1.53146 1.87483 -0.42321
H 0.01467 2.24362 -2.28570
H -0.04612 -1.93448 -3.12099
H 1.48659 -2.34463 -1.26643
H 3.26250 1.39063 0.60787
H 3.82090 0.17814 1.75911
H 2.31358 1.24310 3.21468
H 1.32949 1.87723 1.88397



B.
ORCA calculation (ωB97M-V with the def2-TZVPD basis set) on C14H18N4O2S in the gas phase.

* SMILES string: CC[C@@H](Sc1nncn1C)C(=O)Nc1ccccc1OC
* spin multiplicity: 1
* LUMO level: 0.46 eV

Positions of all 39 atoms, in Å:
C -3.67859 -2.97048 -0.31817
C -2.19350 -2.92849 0.01246
C -1.52263 -1.64600 -0.45497
S -2.22117 -0.21089 0.46438
C -1.68090 1.07833 -0.55406
N -1.12147 0.98640 -1.73672
N -0.86247 2.23336 -2.16323
C -1.26859 3.06054 -1.25241
N -1.80225 2.38860 -0.19299
C -2.37282 2.90472 1.01525
C -0.02509 -1.64469 -0.14087
O 0.43326 -2.23297 0.81301
N 0.71090 -0.95444 -1.04276
C 2.03454 -0.55121 -0.73141
C 3.09772 -0.93275 -1.52686
C 4.38739 -0.54647 -1.20004
C 4.60555 0.21493 -0.06810
C 3.54702 0.61335 0.73265
C 2.24948 0.24589 0.40443
O 1.13058 0.62629 1.08490
C 1.28837 1.20673 2.35528
H -3.83477 -2.87239 -1.39071
H -4.10829 -3.91410 0.00773
H -4.20541 -2.16138 0.18291
H -1.67902 -3.76046 -0.47478
H -2.03744 -3.03276 1.08788
H -1.71633 -1.44419 -1.50988
H -1.19821 4.12655 -1.30921
H -2.06695 2.27845 1.85407
H -3.46378 2.89753 0.95715
H -2.02591 3.92499 1.17000
H 0.21190 -0.38892 -1.73076
H 2.90537 -1.54091 -2.39714
H 5.21577 -0.84766 -1.82233
H 5.60846 0.51140 0.20082
H 3.74299 1.21760 1.60465
H 1.72020 2.21184 2.28803
H 1.90963 0.58271 3.00340
H 0.28646 1.27097 2.77837



Q: Which of them is the least stable? A: A.



A.
ORCA calculation (ωB97M-V with the def2-TZVPD basis set) on a molecular structure, C6H18O3.

* spin multiplicity: 1
* LUMO level: 0.62 eV

Positions of all 27 atoms, in Å:
C -12.02966 -0.53213 7.72909
C -11.27440 0.54079 6.88453
O -11.56095 0.22260 5.56631
H -13.09227 -0.54564 7.48662
H -11.84527 -0.27305 8.77167
H -11.79093 -1.59535 7.70349
H -10.20740 0.45944 7.09184
H -11.61572 1.56907 7.00383
H -10.90680 0.70724 5.05758
C -15.42624 1.20893 5.33309
C -14.28154 0.53538 6.00526
O -13.19267 1.29031 5.87869
H -15.48212 2.20783 5.76573
H -16.36226 0.68973 5.53902
H -15.29398 1.33529 4.25854
H -14.01581 -0.40032 5.51337
H -14.47968 0.32887 7.05701
H -12.39053 0.76291 5.87996
C -13.07353 -0.66683 3.84120
C -12.02911 0.07553 2.89361
O -11.66319 -0.72292 1.76270
H -13.75946 -1.25588 3.23242
H -13.69878 0.10123 4.29642
H -12.68338 -1.39607 4.55120
H -11.11361 0.48200 3.32342
H -12.54317 0.90690 2.41126
H -12.49755 -0.91942 1.33047



B.
ORCA calculation (ωB97M-V with the def2-TZVPD basis set) on a molecular structure, C6H18O3.

* spin multiplicity: 1
* LUMO level: 0.67 eV

Positions of all 27 atoms, in Å:
C 0.84864 -0.09522 2.33901
C 1.16027 1.08477 1.49584
O 0.88850 0.62731 0.16236
H 1.43724 -0.92544 1.94866
H -0.18316 -0.43584 2.25250
H 1.06339 -0.14047 3.40668
H 2.22671 1.30800 1.46477
H 0.51143 1.93331 1.71286
H -0.06163 0.66849 0.03135
C -1.74543 1.17990 0.67168
C -2.05574 0.07263 -0.37605
O -2.93616 -0.74266 0.46383
H -1.03181 1.91726 0.30404
H -1.44759 0.80872 1.65230
H -2.69119 1.70549 0.80368
H -1.12024 -0.23912 -0.84054
H -2.59293 0.54590 -1.19796
H -3.04428 -1.62261 0.09560
C 0.91236 -0.60794 -2.65371
C 1.33243 -1.38197 -1.41792
O 2.25086 -0.54657 -0.73954
H 1.59463 -0.64805 -3.50282
H 0.70606 0.44703 -2.47324
H -0.02083 -1.10514 -2.91835
H 1.67229 -2.38075 -1.69182
H 0.56514 -1.59186 -0.67273
H 1.76112 0.16491 -0.32056



Q: Which of them is the least stable? A: A.



A.
ORCA calculation (ωB97M-V with the def2-TZVPD basis set) on a molecular structure, C8H15NO.

* spin multiplicity: 1
* LUMO level: 0.82 eV

Positions of all 25 atoms, in Å:
C -5.72160 -1.78318 -2.75252
C -4.37660 -2.20374 -3.33305
C -3.26573 -2.27944 -2.28918
C -1.93166 -2.71448 -2.88848
C -0.82153 -2.89395 -1.86581
C -0.81321 -4.14957 -1.01581
C 0.20269 -3.99059 -2.09830
C -0.35967 -1.66400 -1.21836
N -0.00578 -0.52740 -1.43374
H -6.05471 -2.49006 -1.97774
H -5.65660 -0.78648 -2.29076
H -6.49842 -1.74452 -3.52931
H -4.47836 -3.18726 -3.82075
H -4.07967 -1.49826 -4.12633
H -3.15044 -1.29546 -1.80626
H -3.55649 -2.99120 -1.49896
H -2.06531 -3.68150 -3.39757
H -1.60789 -1.98621 -3.64739
H -0.47745 -4.08471 0.01998
H -1.65510 -4.82339 -1.18332
H 0.08369 -4.56344 -3.01836
H 1.23390 -3.79174 -1.80609
O 1.17532 -1.81871 0.18714
H 1.66882 -2.60854 -0.05253
H 1.15532 -0.72939 -0.41616



B.
ORCA calculation (ωB97M-V with the def2-TZVPD basis set) on a molecular structure, C8H15NO.

* spin multiplicity: 1
* LUMO level (spin up / spin down): -1.17 / -1.17 eV

Positions of all 25 atoms, in Å:
C 0.02426 -1.59898 0.36963
C -0.69811 -2.51500 1.30114
C 0.14553 0.07096 1.49120
C 0.48472 0.08238 2.65930
H -0.44246 -1.53205 -0.60164
H 1.09457 -1.74315 0.29234
H -1.57437 -2.07566 1.78150
H -0.03582 -2.87076 2.09008
H -1.07317 -3.38163 0.73777
H 0.81738 0.13985 3.66923
C 1.95521 0.70570 -0.80299
C 0.07055 0.83039 -2.30723
C -1.75971 1.15961 0.04282
N 0.50823 0.60143 -0.93885
C -0.23440 1.34231 0.14795
O 0.15680 2.52310 0.33906
H 2.27847 0.25407 0.13458
H 2.29333 1.74657 -0.77560
H 2.48548 0.21289 -1.62119
H 0.40777 -0.00735 -2.92345
H -1.00908 0.88261 -2.44361
H 0.50619 1.74115 -2.73535
H -2.18944 1.43522 1.00606
H -2.05387 0.14124 -0.21667
H -2.15806 1.85509 -0.69608



Q: Which of them is the least stable? A: B.



A.
ORCA calculation (ωB97M-V with the def2-TZVPD basis set) on C23H28N2O5 in the gas phase.

* SMILES string: COC(=O)[C@@H](Cc1ccccc1)NC(=O)CCCC(=O)NCc1cccc(OC)c1
* spin multiplicity: 1
* LUMO level: 0.65 eV

Positions of all 58 atoms, in Å:
C -3.20529 3.69958 -3.22417
O -1.89330 3.69308 -2.67948
C -1.58182 2.65905 -1.91056
O -2.33408 1.75775 -1.63919
C -0.15903 2.77892 -1.36366
C -0.21795 3.35620 0.05807
C -0.98661 4.64726 0.06256
C -0.37537 5.83313 -0.32284
C -1.09590 7.01283 -0.37225
C -2.43966 7.02016 -0.03962
C -3.05724 5.84317 0.34681
C -2.33427 4.66450 0.39756
N 0.46024 1.47346 -1.34815
C 0.45078 0.73008 -2.47643
O 0.10652 1.17145 -3.55533
C 0.92060 -0.70202 -2.27144
C -0.28191 -1.62919 -2.05753
C -1.13518 -1.25189 -0.83590
C -0.30309 -1.28068 0.42709
O 0.31206 -0.31308 0.85067
N -0.27094 -2.47447 1.04785
C 0.57773 -2.75209 2.18659
C 1.62075 -3.78997 1.85942
C 2.35913 -3.68435 0.69021
C 3.31082 -4.64310 0.38493
C 3.53404 -5.70168 1.23956
C 2.80140 -5.81443 2.42229
O 3.09579 -6.89051 3.20126
C 2.40905 -7.05343 4.41801
C 1.84009 -4.85606 2.72219
H -3.28983 4.61598 -3.80186
H -3.94583 3.68146 -2.42166
H -3.34865 2.82606 -3.86282
H 0.39504 3.44663 -2.03344
H -0.70334 2.62300 0.70569
H 0.80314 3.51181 0.41081
H 0.67272 5.83049 -0.58564
H -0.60872 7.92871 -0.67342
H -3.00387 7.94027 -0.08054
H -4.10552 5.84302 0.60880
H -2.82032 3.74603 0.69561
H 0.52313 0.99564 -0.44904
H 1.59893 -0.74806 -1.41901
H 1.45290 -1.01944 -3.16920
H 0.07873 -2.65690 -1.95090
H -0.91708 -1.58277 -2.94384
H -1.54808 -0.25150 -0.97660
H -1.96454 -1.95643 -0.75092
H -0.74994 -3.25890 0.63428
H 1.05519 -1.80162 2.44745
H -0.03623 -3.07965 3.03223
H 2.19332 -2.85066 0.02496
H 3.88452 -4.56070 -0.52580
H 4.27171 -6.45647 1.01959
H 2.57760 -6.20709 5.09177
H 1.33353 -7.18460 4.25943
H 2.81739 -7.95704 4.86764
H 1.25674 -4.92096 3.62793



B.
ORCA calculation (ωB97M-V with the def2-TZVPD basis set) on C23H28N2O5 in the gas phase.

* SMILES string: Cc1oc2cc3oc(=O)c(CCC(=O)NCCN4CCOCC4)c(C)c3cc2c1C
* spin multiplicity: 1
* LUMO level: -0.08 eV

Positions of all 58 atoms, in Å:
C 2.83797 1.65994 5.81207
C 1.89441 1.17137 4.77244
O 1.49879 2.07433 3.82026
C 0.66100 1.42497 2.99159
C 0.01551 1.92450 1.88058
C -0.80278 1.04695 1.17941
O -1.40855 1.54745 0.07677
C -2.22297 0.79848 -0.71685
O -2.66821 1.32854 -1.70829
C -2.50132 -0.57526 -0.30562
C -3.49054 -1.31073 -1.16603
C -2.84785 -2.38304 -2.06870
C -2.40148 -1.76990 -3.38873
O -3.06308 -1.85596 -4.40193
N -1.20457 -1.15087 -3.34301
C -0.70206 -0.36947 -4.44882
C -0.21656 0.98881 -3.94855
N 0.81166 0.83606 -2.92788
C 2.09796 0.43180 -3.47430
C 3.08110 0.20440 -2.32605
O 3.24522 1.36333 -1.54536
C 2.00253 1.79020 -1.03806
C 0.99900 2.05700 -2.15860
C -1.90919 -1.10331 0.79751
C -2.17651 -2.50132 1.26399
C -0.99549 -0.29519 1.57723
C -0.32163 -0.77264 2.70269
C 0.50643 0.08179 3.40817
C 1.32973 -0.04986 4.57758
C 1.50772 -1.28534 5.38841
H 2.46705 1.42546 6.80800
H 3.81619 1.19524 5.69278
H 2.94792 2.73630 5.71549
H 0.12918 2.94227 1.54954
H -4.24420 -1.77886 -0.52940
H -3.99692 -0.58130 -1.80091
H -3.59361 -3.14240 -2.30585
H -2.00230 -2.85768 -1.56973
H -0.72541 -1.00459 -2.46787
H 0.10387 -0.91631 -4.95208
H -1.52228 -0.24084 -5.15902
H 0.13706 1.59045 -4.80206
H -1.06361 1.50275 -3.48796
H 1.98407 -0.49819 -4.03226
H 2.50490 1.20401 -4.15159
H 4.07060 -0.05010 -2.71000
H 2.71116 -0.61910 -1.69451
H 2.19994 2.70057 -0.47029
H 1.59628 1.02142 -0.36180
H 0.04305 2.36009 -1.73058
H 1.37881 2.87685 -2.79311
H -2.94297 -2.98401 0.66927
H -1.26636 -3.09702 1.20167
H -2.50084 -2.48830 2.30341
H -0.43714 -1.79359 3.02556
H 0.54393 -1.64047 5.75108
H 1.94991 -2.07451 4.78135
H 2.15550 -1.09515 6.23896



Q: Which of them is the least stable? A: B.